Here is the molecule C10H21N3O4 from OMol25. Energies are from ωB97M-V/def2-TZVPD.

Structure (XYZ):
```
38
Properties=species:S:1:pos:R:3
C 2.72274 0.41989 1.60750
C 3.18078 1.09348 0.28885
O 4.33583 0.63118 -0.45814
C 1.96706 0.95248 -0.82130
N 0.74640 1.95191 -0.71492
C 1.76721 -0.61362 -1.06056
O 2.65972 -1.17835 -1.65299
N 0.75968 -1.35283 -0.57560
C -0.44065 -0.78414 -0.11756
C -1.50894 -1.84594 -0.49078
C -2.83940 -1.30100 0.02152
C -3.58905 -0.25672 -0.96580
C -3.43800 1.25124 -0.73492
N -4.49038 1.69355 0.14680
C -0.39660 -0.38129 1.32293
O -0.76971 0.61595 1.89214
O 0.02906 -1.34248 2.18974
H 2.05961 1.09501 2.16936
H 2.47520 -0.64806 1.40036
H 3.51912 0.18782 2.21826
H 3.37674 2.16135 0.60302
H 3.84820 -0.00219 -0.96668
H 2.41851 1.21928 -1.89104
H 0.09387 1.88122 0.04656
H 1.07659 2.86626 -0.55640
H 0.60706 -2.21937 -1.03229
H -0.96846 0.16773 -0.62113
H -1.46128 -2.25643 -1.59268
H -1.16272 -2.69073 0.17486
H -3.46935 -2.26437 0.03757
H -2.90006 -0.96630 1.05774
H -4.68309 -0.48165 -1.17311
H -3.19108 -0.60837 -1.89756
H -2.57421 1.63832 -0.10559
H -3.41141 1.64319 -1.80105
H -5.44270 1.55684 -0.15130
H -4.33527 2.75056 0.38922
H 0.42459 -2.09525 1.63263
```

Properties
Energy relative to the best compared isomer or geometry (same formula, charge and spin) ... 96.9 kcal/mol
SMILES ... C[C@@H](O)[C@H](N)C(=O)N[C@@H](CCCCN)C(=O)O
Highest occupied orbital energy ... -9.283 eV

***

Here is the ion C19H29N4 with charge +1 from OMol25. Energies are from ωB97M-V/def2-TZVPD.

Structure (XYZ):
```
52
Properties=species:S:1:pos:R:3
C 4.85774 2.93273 0.20411
C 4.61262 1.46683 0.50950
C 4.46453 1.13157 1.96519
C 4.57870 0.55486 -0.53715
C 3.30981 -0.13033 -0.98077
C 2.31921 -0.39524 0.16398
C 1.21004 -1.39034 -0.20763
C 0.57912 -1.94068 1.10091
C 0.14508 -0.72399 -1.07573
C -0.96714 -1.67751 -1.57830
N -2.30510 -1.34364 -1.06570
C -3.01965 -0.20933 -1.66766
C -2.97483 1.07919 -0.86985
C -2.98850 2.26905 -1.59380
C -2.98932 3.49828 -0.95381
C -2.96504 3.56365 0.43209
C -2.94247 2.38203 1.15889
C -2.95018 1.15172 0.51836
C -2.89173 -2.05453 -0.12663
N -4.13986 -1.80384 0.35690
C -4.36295 -2.71569 1.27336
N -3.33733 -3.56078 1.39691
N -2.39398 -3.14223 0.50887
H 4.10550 3.23854 -0.51734
H 5.86715 3.11012 -0.18227
H 4.73788 3.51610 1.11692
H 3.68034 1.71556 2.46871
H 4.21859 0.08764 2.13786
H 5.40144 1.37448 2.46832
H 5.50679 0.33894 -1.06368
H 2.86753 0.50865 -1.75146
H 3.54633 -1.09520 -1.44509
H 1.85293 0.53188 0.50582
H 2.88385 -0.85660 0.96911
H 1.62560 -2.22961 -0.77175
H -0.44783 -1.58748 1.20123
H 1.10626 -1.54630 1.96851
H 0.65157 -3.02791 1.17288
H 0.62824 -0.30781 -1.96094
H -0.33922 0.09571 -0.54139
H -0.74666 -2.72874 -1.38811
H -1.05083 -1.57616 -2.65950
H -2.57573 -0.01718 -2.64021
H -4.05980 -0.51400 -1.78545
H -3.01803 2.22759 -2.67633
H -3.02604 4.40301 -1.54495
H -2.97950 4.51483 0.94482
H -2.93048 2.42803 2.23969
H -2.95666 0.25647 1.12362
H -5.27338 -2.75842 1.84942
H -3.22630 -4.36284 1.99508
H -1.50380 -3.58553 0.35594
```

Properties
Energy relative to the best compared isomer or geometry (same formula, charge and spin) ... 73.1 kcal/mol
Charge ... +1
SMILES ... CC(C)=CCC[C@@H](C)CCN(Cc1ccccc1)c1nc[nH][nH+]1
Highest occupied orbital energy ... -8.938 eV

***

Here is a cluster of 6 separate species, C4H23N2O5S in total from OMol25. Energies are from ωB97M-V/def2-TZVPD.

Structure (XYZ):
```
35
Properties=species:S:1:pos:R:3
N 1.35085 1.00327 0.59755
C 0.61647 -0.41730 0.83206
C 0.19659 -1.13291 -0.47513
C -1.17885 -0.74897 -1.04073
S -1.71232 -1.57975 -2.60274
C -0.55199 -0.28889 1.85555
N 0.01875 0.61632 2.90927
H 2.39953 0.88229 0.78490
H 0.92654 1.63673 1.33946
H 1.23046 1.34389 -0.37775
H 1.47055 -1.02963 1.29525
H 0.21802 -2.22123 -0.46770
H 1.00983 -0.99122 -1.34008
H -1.27921 0.32884 -1.40720
H -1.90439 -0.78477 -0.19421
H -2.29777 -2.55583 -1.95352
H -1.46317 0.36178 1.35361
H -0.88292 -1.25875 2.17885
H -0.66740 0.98851 3.56329
H 0.60782 0.06851 3.47882
H -2.59230 2.57198 -2.90736
H -1.34055 3.09775 -2.34838
O -2.20058 2.70484 -2.02024
H -2.03514 4.16108 1.24345
H -2.36816 3.49119 -0.15612
O -1.76675 3.55049 0.56143
H 3.17814 1.42020 -2.58790
H 1.79707 0.85426 -3.04463
O 2.09997 1.35565 -2.29710
H 0.50274 -3.24244 3.74575
H 1.21330 -2.85666 2.57124
O 0.57599 -2.45580 3.21014
H 4.05413 -2.21430 1.58478
H 3.92426 -1.90992 0.15500
O 3.49328 -1.73955 0.99026
```

Properties
Energy relative to the best compared isomer or geometry (same formula, charge and spin) ... 39.8 kcal/mol
Charge ... +1
Highest occupied orbital energy ... -11.816 eV

***

Here is a cluster of 2 separate species, CH5NS in total from OMol25. Energies are from ωB97M-V/def2-TZVPD.

Structure (XYZ):
```
8
Properties=species:S:1:pos:R:3
C 0.44411 -0.54011 -1.32490
N 1.58007 -0.08159 -1.08762
H -0.43556 0.03775 -1.30767
H 0.15975 -1.48381 -1.78833
H 1.58315 0.83719 -0.59204
S -1.59906 0.29134 1.89969
H -1.09871 1.41088 2.29143
H -0.63375 -0.47165 1.90945
```

Properties
Energy relative to the best compared isomer or geometry (same formula, charge and spin) ... 20.5 kcal/mol
SMILES ... C=N.S
Highest occupied orbital energy ... -9.824 eV

***

Here is a cluster of 13 separate species, C6H38NO12S in total from OMol25. Energies are from ωB97M-V/def2-TZVPD.

Structure (XYZ):
```
58
Properties=species:S:1:pos:R:3
C 1.50442 0.00617 0.73908
C 2.66862 -0.49677 -0.16376
S 3.18564 -2.19296 0.32665
C 0.13834 -0.51990 0.40626
N -0.78307 0.33366 1.19799
C -2.96276 0.91204 2.05988
C -2.21012 0.35429 0.85030
C -2.74272 -0.99911 0.39381
H 1.51352 1.10215 0.59469
H 1.81771 -0.16234 1.77536
H 2.40698 -0.49483 -1.21707
H 3.56566 0.11597 -0.02663
H -0.02384 -1.58928 0.59079
H -0.01795 -0.39800 -0.68343
H -0.62953 0.11089 2.18265
H -3.10035 0.14176 2.82098
H -2.45236 1.80257 2.37557
H -3.95787 1.20626 1.78267
H -2.32483 1.04041 -0.01975
H -3.77473 -0.87133 0.01415
H -2.22415 -1.39564 -0.46989
H -2.81444 -1.75028 1.16768
H -0.62471 4.95340 -2.53632
H 0.38425 4.40956 -1.52736
O -0.11893 5.21015 -1.72831
H -1.00701 -2.75109 -3.46605
H -1.64554 -1.94855 -2.28964
O -1.57974 -1.98033 -3.24663
H 1.31940 1.27234 5.08726
H 0.06874 0.71278 5.81727
O 0.40621 1.46890 5.33621
H 0.82112 -2.62468 1.99021
H 1.17318 -3.97328 2.26024
O 0.52475 -3.34275 2.58925
H 3.52451 -0.21904 3.04103
H 3.80750 -1.28800 4.01524
O 3.56406 -0.35680 4.00175
H -1.76812 4.11815 -4.03279
H -2.93406 4.06121 -2.91031
O -2.19302 4.55546 -3.27902
H 0.97963 -3.72993 -3.15407
H 0.24511 -3.93829 -1.79243
O 0.13331 -3.99772 -2.77666
H 0.57611 3.56871 -4.25924
H -0.25526 2.35058 -4.71929
O -0.11810 3.31192 -4.86893
H -1.10276 -3.97712 0.72825
H -1.40292 -3.09993 1.91932
O -1.82933 -3.67619 1.29216
H -1.49969 0.50321 -3.76761
H -0.12577 0.18261 -3.32474
O -0.61034 0.87656 -3.77502
H -0.49978 6.22544 0.21007
H 0.22101 6.60848 1.50294
O -0.31741 6.97761 0.79150
H 1.21554 -4.80638 -0.32725
H 1.48651 -3.34300 -0.06274
O 0.73460 -4.01178 -0.07125
```

Properties
Energy relative to the best compared isomer or geometry (same formula, charge and spin) ... 0.0 kcal/mol
Charge ... -1
Highest occupied orbital energy ... -4.553 eV

***

Here is a structure of composition C29H22F6GaIO18P from OMol25. Energies are from ωB97M-V/def2-TZVPD.

Structure (XYZ):
```
78
Properties=species:S:1:pos:R:3
O 0.62612 -3.41995 -3.24110
P 0.63664 -1.80786 -3.88116
O 0.36353 -1.91881 -5.59517
Ga -1.38600 -0.85499 -3.05458
I -1.23127 -1.07862 -0.41198
C -2.92817 -2.02480 -3.73966
C -4.17363 -1.23912 -4.33614
C -5.03813 -0.53126 -3.20298
F -4.46155 0.13436 -2.11423
C -6.47508 -0.55245 -3.26688
F -7.28816 0.49668 -3.70898
F -7.12268 -1.72307 -2.88440
C -1.50348 1.14023 -3.56601
F -0.54813 1.39080 -4.59109
F -1.16897 1.98341 -2.47666
F -2.75148 1.59554 -4.00675
H 0.26596 -3.32269 -2.33693
H 0.25740 -0.99977 -5.90136
H -2.49405 -2.78053 -4.46673
H -3.31893 -2.60796 -2.84177
H -4.88177 -1.97172 -4.85189
H -3.88007 -0.49149 -5.13914
C 3.98134 -0.03329 2.40687
C 2.85383 -0.16324 1.70513
C 2.84489 -0.06008 0.22005
O 1.79973 -0.20326 -0.37849
C 4.11619 0.21814 -0.45847
C 5.24257 0.35111 0.24379
C 5.25449 0.22043 1.72944
O 6.31166 0.33111 2.33282
O 6.43007 0.61109 -0.36313
O 1.66395 -0.39671 2.31497
H 3.99856 -0.10863 3.47412
H 4.09376 0.30812 -1.53626
H 7.08288 0.65841 0.35874
H 1.00458 -0.45234 1.59134
C 2.96081 2.38121 5.91912
C 2.56193 3.42279 6.65246
C 3.32019 4.70767 6.65813
O 2.91325 5.64094 7.32625
C 4.54047 4.78902 5.85202
C 4.94094 3.74587 5.12127
C 4.16817 2.47197 5.09500
O 4.55936 1.55189 4.40057
O 6.06668 3.79879 4.37145
O 1.45065 3.35951 7.42291
H 2.41854 1.44498 5.90442
H 5.09092 5.71944 5.87810
H 6.13472 2.92393 3.94097
H 1.37969 4.23474 7.84706
C 5.51674 -2.11973 6.23624
C 5.56474 -2.27929 7.56031
C 4.33322 -2.54652 8.35838
O 4.42245 -2.70490 9.56322
C 3.05327 -2.60255 7.64909
C 3.00395 -2.43948 6.32424
C 4.23909 -2.20003 5.52387
O 4.15411 -2.07475 4.31758
O 1.83118 -2.48448 5.65158
O 6.73544 -2.20665 8.23913
H 6.40266 -1.92756 5.64584
H 2.16570 -2.77905 8.24110
H 2.06118 -2.33967 4.71254
H 6.50175 -2.35698 9.17381
C -7.93053 0.01906 -6.68622
C -9.07537 -0.12396 -7.35648
C -9.12389 -0.00956 -8.84357
O -10.18429 -0.16522 -9.42402
C -7.87533 0.29263 -9.55106
C -6.73271 0.43909 -8.87563
C -6.68708 0.29837 -7.39256
O -5.63728 0.42127 -6.79999
O -5.56921 0.72228 -9.50635
O -10.24305 -0.38172 -6.71793
H -7.87144 -0.06463 -5.60991
H -7.92559 0.38998 -10.62692
H -4.89806 0.77609 -8.79959
H -10.91461 -0.44162 -7.42181
```

Properties
Charge ... -1
Highest occupied orbital energy ... -4.056 eV